Computed, not measured: a single C6H5NO molecule in a non-equilibrium geometry, with the ωB97M-V functional and the def2-TZVPD basis.

Electronic energy (Eh): -361.4907
SMILES string: C#C[C@](O)(C#N)C=C

Geometry as XYZ:
```
13
Properties=species:S:1:pos:R:3:nbo_charge:R:1
C -2.60104 -0.85124 -0.31631 -0.189
C -1.45152 -0.45650 -0.23573 -0.035
C -0.04327 -0.05634 0.12866 0.063
O 0.17968 -0.13387 1.50922 -0.666
C 0.16483 1.36892 -0.17937 0.269
N 0.06270 2.50774 -0.34041 -0.271
C 0.96735 -0.83976 -0.70434 -0.219
C 2.21130 -0.96876 -0.25452 -0.344
H -3.57362 -1.32577 -0.27190 0.251
H -0.05429 -1.00330 1.85043 0.488
H 0.72175 -1.36397 -1.59772 0.228
H 2.62810 -0.42137 0.59412 0.217
H 2.91579 -1.54681 -0.89619 0.209
```